Formula: C24H23N2NiS2
Source: the Open Molecules 2025 dataset
Level of theory: the ωB97M-V functional and the def2-TZVPD basis

```
52
Properties=species:S:1:pos:R:3:forces:R:3
Ni -0.19292 -0.01021 -0.69344 -0.2 0.3 0.6
C -2.32148 -0.13901 -1.55766 0.3 -0.1 -0.2
C -1.53630 0.84984 -2.20006 0.0 -0.1 0.0
C -1.12331 1.76041 -1.19316 -0.1 0.1 -0.1
C -1.79518 1.39649 0.04357 0.0 0.0 0.0
C -2.51583 0.23458 -0.18850 0.0 -0.1 0.1
C -3.36051 -0.53725 0.77894 0.0 0.0 0.0
C -1.82333 2.23649 1.28091 0.0 0.0 -0.1
C -0.42183 3.06059 -1.43952 0.0 0.0 0.0
C -1.18013 0.93703 -3.65324 -0.1 0.1 0.0
C -3.06601 -1.27398 -2.19046 0.0 0.0 0.0
H -3.19311 -1.61175 0.67972 0.0 0.0 0.0
H -4.42946 -0.36127 0.61614 0.0 0.0 0.0
H -3.13715 -0.26628 1.81165 0.0 0.0 0.0
H -0.86711 2.72330 1.46604 0.0 0.0 0.0
H -2.08161 1.65003 2.16408 0.0 0.0 0.0
H -2.57468 3.02718 1.18002 0.0 0.0 0.0
H -1.14086 3.85477 -1.66935 0.0 0.0 0.0
H 0.26417 2.98213 -2.28493 0.0 0.0 0.0
H 0.16194 3.37811 -0.57434 0.0 0.0 0.0
H -0.10239 1.01863 -3.80232 0.0 0.0 0.0
H -1.65332 1.80657 -4.12300 0.0 0.0 0.0
H -1.50009 0.04425 -4.18548 0.0 0.0 0.0
H -2.90013 -2.21387 -1.66059 0.0 0.0 0.0
H -2.76219 -1.43766 -3.21951 0.0 0.0 0.0
H -4.14174 -1.06454 -2.17043 0.0 0.0 0.0
S -0.14092 -2.38251 -3.21064 0.3 0.1 0.2
C 0.28039 -2.68045 -1.60957 -0.1 -0.2 -0.3
N 0.58889 -1.84146 -0.62034 -0.1 -0.1 0.1
C 1.05210 -2.53223 0.51005 0.0 0.0 -0.1
C 1.68260 -1.99611 1.63063 0.0 0.0 0.1
C 2.08179 -2.82438 2.66851 0.0 0.0 0.0
C 1.89095 -4.20302 2.61332 0.0 0.0 -0.1
C 1.33033 -4.76444 1.47701 0.0 0.0 0.0
C 0.93833 -3.92995 0.44069 0.0 -0.1 0.0
S 0.34986 -4.37597 -1.12416 0.0 0.0 0.0
H 1.89263 -0.94362 1.68660 -0.1 0.0 0.0
H 2.56692 -2.37996 3.52909 0.0 0.0 0.0
H 2.20404 -4.83433 3.43512 0.0 0.0 0.0
H 1.21479 -5.83723 1.38261 0.0 0.0 0.0
N 5.09629 3.75046 2.69982 0.0 0.0 0.0
C 4.26383 3.14619 2.18301 -0.2 -0.1 -0.1
C 3.22148 2.39063 1.53500 0.1 0.1 0.1
C 3.29592 2.11255 0.17179 0.0 0.0 0.0
C 2.27920 1.39588 -0.43980 0.1 -0.1 0.0
C 1.16523 0.91325 0.26259 0.3 -0.1 -0.4
C 1.13154 1.20465 1.63395 0.0 0.1 0.0
C 2.12652 1.93155 2.26614 0.0 0.0 0.0
H 4.14856 2.46380 -0.39682 0.0 0.0 0.0
H 2.35738 1.19497 -1.50302 0.0 0.0 0.0
H 0.30731 0.83793 2.23524 0.0 0.0 0.0
H 2.06858 2.13922 3.32812 0.0 0.0 0.0
```
Positions in Å, forces in eV/Å.

Computed properties:
calculated total energy: -90957.5240 eV
LUMO (spin up / spin down): 0.1029 / 0.1029 Eh
strongest force on any atom: 0.7 eV Å⁻¹
Kohn-Sham gap (spin up / spin down): 6.9 / 6.9 eV
charge: -1